DFT (the ωB97M-V functional and the def2-TZVPD basis) results for a molecular structure, C28H45Si at a distorted geometry.

Net charge ... +1
E_LUMO ... -4.9 eV
Relative energy (zero: lowest compared OMol25 entry of this formula, charge and spin) ... 32.9 kcal per mole
HOMO level ... -11.04 eV
2S+1 ... 1
Energy ... -37635.501 eV
Kohn-Sham gap ... 6.192 eV

Cartesian coordinates (Å):
C1 3.096 -7.086 -3.579
C2 2.854 -5.597 -3.572
C3 2.117 -5.298 -2.291
C4 1.764 -3.806 -2.103
C5 1.019 -3.572 -0.766
C6 0.525 -2.132 -0.533
Si1 -0.119 -1.623 1.172
H1 0.423 -0.011 1.683
H2 3.627 -7.463 -4.474
H3 3.675 -7.376 -2.693
H4 2.139 -7.617 -3.501
H5 3.772 -5.018 -3.597
H6 2.259 -5.258 -4.414
H7 1.183 -5.888 -2.254
H8 2.723 -5.633 -1.431
H9 2.699 -3.208 -2.155
H10 1.135 -3.482 -2.960
H11 0.187 -4.287 -0.778
H12 1.682 -3.925 0.030
H13 1.343 -1.434 -0.754
H14 -0.335 -1.959 -1.209
H15 -1.660 -1.614 1.028
H16 0.479 -2.439 2.232
C7 -1.515 0.025 -4.148
C8 -0.913 0.982 -3.166
C9 0.289 0.600 -2.544
C10 0.897 1.391 -1.560
C11 2.333 1.044 -1.128
C12 0.178 2.547 -1.130
C13 0.565 3.305 0.128
C14 1.790 4.229 -0.032
C15 0.735 2.372 1.435
C16 -0.177 1.143 1.606
C17 -1.130 1.083 2.768
C18 -2.533 1.100 2.514
C19 -3.098 1.017 1.106
C20 -3.417 1.334 3.584
C21 -2.960 1.504 4.900
C22 -3.894 1.981 6.045
C23 -1.594 1.275 5.154
C24 -0.672 1.064 4.121
C25 0.780 0.838 4.442
C26 -0.825 3.091 -1.991
C27 -1.189 4.568 -2.090
C28 -1.466 2.234 -2.890
H17 -2.195 0.535 -4.837
H18 -0.700 -0.429 -4.725
H19 -2.065 -0.789 -3.654
H20 0.820 -0.339 -2.877
H21 3.007 1.915 -1.290
H22 2.421 0.690 -0.064
H23 2.771 0.248 -1.759
H24 -0.335 3.918 0.342
H25 1.768 4.827 -0.946
H26 1.873 4.916 0.831
H27 2.685 3.601 -0.047
H28 1.805 2.006 1.414
H29 0.624 3.079 2.292
H30 -0.624 0.923 0.600
H31 -4.159 0.716 1.143
H32 -3.077 2.027 0.639
H33 -2.556 0.315 0.462
H34 -4.494 1.418 3.352
H35 -3.368 1.923 7.016
H36 -4.188 3.062 5.863
H37 -4.812 1.353 6.141
H38 -1.246 1.275 6.189
H39 0.889 0.433 5.460
H40 1.228 0.139 3.730
H41 1.351 1.783 4.405
H42 -1.486 4.768 -3.150
H43 -2.055 4.864 -1.451
H44 -0.323 5.217 -1.840
H45 -2.332 2.605 -3.444

Force components x, y, z for each atom (eV/Å):
C 0.42 -0.79 -0.56
C -0.16 0.02 0.35
C -0.58 0.83 0.80
C 0.04 0.24 -0.26
C 0.28 -0.72 0.00
C -0.09 0.43 0.07
Si -0.93 -1.11 -1.49
H 0.39 0.51 -0.07
H -0.26 0.24 0.43
H 0.01 0.03 -0.21
H 0.15 0.04 -0.14
H 0.31 -0.03 -0.04
H -0.14 -0.11 -0.28
H 0.27 0.15 -0.02
H -0.15 0.09 -0.22
H -0.49 -0.19 0.13
H 0.24 -0.08 0.46
H -0.12 0.28 0.20
H -0.02 0.20 0.09
H -0.21 -0.04 -0.36
H 0.59 0.34 0.15
H 1.26 0.46 0.75
H -0.03 0.39 0.50
C -0.04 -0.10 -0.32
C 0.09 -0.37 0.50
C 0.57 -0.22 -0.27
C -0.64 -0.12 -0.22
C 0.03 -0.01 0.43
C 0.83 0.34 -0.87
C -0.98 -0.24 0.29
C -0.03 -0.26 0.84
C 1.94 0.19 -0.24
C -1.43 -0.74 -1.09
C -0.65 0.03 0.35
C 0.24 0.33 0.29
C -0.32 0.57 0.13
C 0.08 0.01 -0.09
C -0.17 0.15 0.29
C 0.11 0.06 -0.45
C -0.23 -0.01 -0.39
C -0.63 0.27 -0.47
C 0.12 0.30 0.26
C -0.04 -0.67 0.47
C -0.31 0.24 0.34
C 0.87 -0.25 -0.21
H 0.08 -0.16 0.08
H -0.32 0.00 -0.03
H 0.09 0.23 -0.08
H -0.70 1.15 0.26
H -0.51 -0.53 0.37
H 0.02 0.45 -0.86
H -0.52 0.26 0.22
H 0.55 -0.09 0.03
H -0.17 -0.17 0.10
H 0.00 -0.28 -0.38
H 0.06 0.26 -0.05
H -1.00 0.56 0.26
H 0.12 -0.92 -0.37
H -0.17 0.55 0.99
H 0.48 0.05 -0.02
H 0.09 -0.65 0.10
H -0.22 0.23 0.09
H 0.64 -0.02 0.22
H -0.22 0.11 -0.53
H 0.26 -1.31 0.21
H 0.64 0.55 -0.28
H -0.02 0.06 -0.30
H 0.00 0.10 -0.41
H 0.14 0.04 0.17
H -0.16 -0.38 -0.05
H 0.29 -0.08 0.91
H 0.63 -0.17 -0.33
H -0.64 -0.38 -0.14
H 0.32 -0.18 0.01